The following is a DFT calculation (ωB97M-V/def2-TZVPD) of a molecular structure, C30H32Cl3N2O2PPd in a non-equilibrium geometry.

Positions of all 71 atoms, in Å:
Pd: -0.3077 0.5194 0.2616
Cl: -0.9712 4.2389 1.7408
Cl: -0.5222 5.0642 -1.0173
Cl: 1.6685 4.0586 0.5545
P: -1.5432 -1.4689 0.2134
O: 0.9138 0.3456 2.4086
O: 2.4770 -3.4757 -0.0337
N: 1.4073 -1.5157 -0.0537
N: -1.2336 1.9549 -0.8918
C: -1.7701 -2.9134 4.0724
C: -1.6832 -1.6820 2.0142
C: -1.1740 -3.1581 -0.3865
C: 2.5815 -0.1467 4.0013
C: -0.6312 -5.7251 -1.3565
C: -3.7068 -0.8161 -1.3859
C: 1.2793 -0.6465 3.3459
C: 2.4554 0.9494 -1.1044
C: 4.7847 0.1261 -0.6181
C: 1.3207 -2.7740 -0.1896
C: 1.1805 1.5677 3.0687
C: -1.9703 -0.5048 2.7110
C: 3.3468 -0.2775 -0.9411
C: -6.0110 -1.2511 -0.8844
C: -0.0672 3.8531 0.2419
C: -5.6478 -1.7744 0.3453
C: -1.9396 -5.2927 -1.2342
C: 2.5520 1.3674 3.7309
C: 3.4976 -2.5433 0.2811
C: 0.4030 -4.8771 -1.0097
C: -2.2017 -4.0196 -0.7625
C: 0.1526 -3.5928 -0.5246
C: 2.7953 -1.1660 0.1854
C: -0.4551 2.5156 -0.1727
C: -2.1696 -0.5437 4.0779
C: -1.5767 -2.8836 2.7013
C: -5.0412 -0.7699 -1.7489
C: -3.3339 -1.3644 -0.1631
C: -2.0734 -1.7502 4.7587
C: -4.3148 -1.8386 0.7032
H: 5.1995 0.7294 -1.4206
H: 2.5875 -0.3674 5.0664
H: -7.0534 -1.2162 -1.1642
H: 4.8146 0.7061 0.3009
H: -0.4136 -6.7180 -1.7194
H: 0.4078 1.7537 3.8311
H: 1.1661 2.3701 2.3351
H: 2.8597 -0.6007 1.1180
H: -6.4041 -2.1442 1.0239
H: 2.8406 1.5952 -1.8897
H: -2.9390 -0.4281 -2.0413
H: -2.4090 0.3592 4.6206
H: 2.6536 1.9563 4.6391
H: 0.4938 -0.7336 4.1095
H: 5.4237 -0.7456 -0.4921
H: -1.7034 -3.8515 4.6067
H: 4.3032 -2.6593 -0.4484
H: -1.3540 -3.7971 2.1670
H: -2.2295 -1.7772 5.8285
H: 3.3323 -0.8569 -1.8718
H: 3.4584 -0.6174 3.5598
H: 3.8787 -2.7714 1.2821
H: 1.4260 -5.2022 -1.1098
H: 3.3471 1.6559 3.0441
H: 1.4305 0.6387 -1.3754
H: -5.3275 -0.3620 -2.7068
H: -3.2274 -3.6938 -0.6796
H: -2.7559 -5.9454 -1.5054
H: 1.3735 -1.6003 2.8278
H: -4.0364 -2.2680 1.6549
H: 2.4293 1.5103 -0.1655
H: -2.0401 0.4397 2.1571

Max |F|: 1.3 eV/A
HOMO-LUMO gap: 7.53 eV
Molecular weight: 696.35 g/mol
Electronic energy: -3272.14378 Eh
LUMO: 0.30 eV

These are the natural (NBO) partial charges, in e, on atoms 1 to 4: 0.380, 0.029, 0.014, 0.038